# C69H154F15N9O16

14 unconnected molecules or ions with the total composition C69H154F15N9O16 at a distorted geometry (ωB97M-V/def2-TZVPD, OMol25).

Summary:
LUMO energy, eV: -5.7
ΔE to the lowest compared entry with this formula, charge and spin, kcal/mol: 0.0
Net charge: +4
Strongest force on any atom, hartree/bohr: 0.07589
Frontier orbital gap, eV: 5.25

Element x y z (Å)
C: 6.635 8.407 2.418
C: 5.188 8.042 2.405
C: 4.494 8.220 3.749
C: 3.010 7.861 3.637
N: 2.270 7.512 4.911
C: 2.873 6.393 5.683
C: 1.796 5.833 6.625
C: 0.488 6.343 6.054
C: 0.855 6.932 4.723
C: 2.103 8.753 5.767
H: 7.083 8.025 3.366
H: 6.857 9.483 2.294
H: 7.267 7.986 1.705
H: 5.051 6.997 1.991
H: 4.608 8.697 1.756
H: 4.538 9.232 4.061
H: 4.932 7.650 4.554
H: 2.882 6.991 3.026
H: 2.409 8.648 3.092
H: 3.782 6.823 6.106
H: 3.151 5.575 4.991
H: 1.938 6.143 7.631
H: 1.773 4.766 6.627
H: 0.027 7.127 6.650
H: -0.315 5.599 5.992
H: 0.154 7.681 4.291
H: 0.902 6.167 3.940
H: 3.089 9.161 5.922
H: 1.676 8.446 6.678
H: 1.410 9.342 5.230
C: -7.370 -4.756 1.428
C: -6.361 -5.739 0.874
C: -6.919 -7.074 0.413
C: -7.618 -7.724 1.564
N: -7.893 -9.222 1.556
C: -8.531 -9.638 0.202
C: -9.933 -8.937 0.282
C: -10.348 -9.087 1.828
C: -9.054 -9.668 2.518
C: -6.741 -10.027 1.878
H: -6.877 -3.780 1.676
H: -7.901 -5.227 2.255
H: -7.981 -4.637 0.564
H: -5.662 -5.868 1.709
H: -5.827 -5.379 0.038
H: -6.188 -7.782 0.011
H: -7.721 -6.910 -0.305
H: -8.608 -7.201 1.758
H: -7.059 -7.617 2.482
H: -8.484 -10.745 0.124
H: -7.905 -9.284 -0.583
H: -10.592 -9.375 -0.433
H: -9.810 -7.891 -0.004
H: -11.126 -9.823 1.859
H: -10.685 -8.126 2.186
H: -8.967 -10.728 2.478
H: -8.933 -9.258 3.519
H: -6.206 -9.683 2.817
H: -5.965 -9.908 1.113
H: -7.064 -11.100 1.908
C: 4.134 -8.821 9.719
C: 5.046 -7.658 9.399
C: 5.950 -7.905 8.222
C: 6.709 -6.657 7.821
N: 8.007 -6.869 7.106
C: 9.091 -7.716 7.858
C: 10.406 -7.129 7.310
C: 10.050 -5.679 6.721
C: 8.586 -5.495 6.933
C: 7.730 -7.463 5.769
H: 3.675 -9.382 8.864
H: 3.314 -8.470 10.352
H: 4.569 -9.643 10.327
H: 5.698 -7.383 10.263
H: 4.430 -6.811 9.115
H: 5.442 -8.408 7.391
H: 6.649 -8.633 8.580
H: 6.989 -6.101 8.803
H: 6.068 -5.946 7.302
H: 8.826 -8.795 7.743
H: 8.924 -7.445 8.915
H: 10.863 -7.781 6.544
H: 11.038 -7.148 8.192
H: 10.545 -5.666 5.744
H: 10.535 -4.844 7.227
H: 8.039 -4.966 6.156
H: 8.405 -4.975 7.875
H: 8.712 -7.488 5.255
H: 7.100 -6.766 5.234
H: 7.344 -8.449 5.880
C: -0.389 8.392 -3.679
C: -1.886 8.110 -3.453
O: -2.463 7.031 -3.271
N: -2.668 9.201 -3.489
H: -2.195 10.081 -3.724
H: -1.993 5.563 -3.650
C: -4.148 9.200 -3.578
H: -0.194 8.804 -4.613
H: 0.237 7.603 -3.380
H: -0.233 9.237 -3.077
H: -4.434 9.995 -4.284
H: -4.619 9.407 -2.569
H: -4.512 8.262 -3.988
C: -10.218 5.222 1.578
C: -8.831 4.853 1.197
O: -7.797 5.021 1.780
N: -8.634 4.322 -0.276
H: -7.864 3.624 -0.238
H: -9.482 3.902 -0.721
C: -8.291 5.449 -1.244
H: -10.794 4.343 1.928
H: -10.685 5.600 0.631
H: -10.122 5.927 2.339
H: -8.319 4.951 -2.193
H: -7.375 5.822 -0.889
H: -9.014 6.293 -1.138
C: 7.465 0.281 -8.155
C: 6.239 -0.445 -7.455
C: 5.954 -1.729 -8.191
O: 4.513 -1.882 -8.261
C: 3.940 -1.106 -9.336
N: 6.264 -0.884 -6.014
H: 5.832 -0.112 -5.535
H: 5.275 -2.230 -5.217
H: 7.222 -0.982 -5.745
H: 7.780 1.084 -7.535
H: 7.025 0.584 -9.118
H: 8.286 -0.450 -8.372
H: 5.414 0.315 -7.551
H: 6.439 -2.561 -7.744
H: 6.316 -1.578 -9.252
H: 3.975 -0.040 -9.338
H: 2.907 -1.408 -9.396
H: 4.426 -1.370 -10.265
C: 0.887 -1.306 -7.262
C: 1.023 -2.688 -6.777
C: 0.224 -3.642 -7.701
O: 0.544 -5.005 -7.230
C: 0.072 -6.006 -8.083
N: 2.410 -3.191 -6.883
H: 3.075 -2.988 -6.096
H: 2.410 -4.228 -6.867
H: 2.881 -2.968 -7.788
H: 1.061 -1.202 -8.304
H: 1.568 -0.641 -6.731
H: -0.127 -0.898 -7.034
H: 0.720 -2.815 -5.739
H: 0.554 -3.619 -8.766
H: -0.820 -3.436 -7.574
H: 0.553 -6.009 -9.068
H: -0.982 -6.022 -8.208
H: 0.403 -6.964 -7.680
C: -6.489 3.344 3.858
C: -5.173 3.821 3.205
C: -3.973 3.030 3.616
O: -2.810 3.625 3.116
C: -1.689 3.219 3.998
N: -5.207 3.721 1.722
H: -5.654 4.562 1.355
H: -4.264 3.787 1.336
H: -6.076 2.732 0.748
H: -6.577 3.732 4.851
H: -6.327 2.269 3.994
H: -7.398 3.454 3.231
H: -5.156 4.896 3.443
H: -3.988 2.011 3.277
H: -3.898 3.066 4.704
H: -1.483 2.138 3.836
H: -2.008 3.408 4.995
H: -0.878 3.829 3.637
C: 0.547 1.304 -1.326
C: -0.228 2.614 -1.519
C: -1.207 2.882 -0.332
O: -2.112 1.844 -0.218
C: -3.183 1.922 -1.162
N: 0.590 3.798 -1.714
H: 1.324 4.542 -0.352
H: 1.409 3.528 -2.270
H: 0.018 4.492 -2.244
H: -0.123 0.588 -0.915
H: 1.286 1.443 -0.524
H: 0.854 0.902 -2.261
H: -0.898 2.442 -2.356
H: -1.680 3.843 -0.620
H: -0.754 3.008 0.647
H: -3.531 2.922 -1.509
H: -4.027 1.428 -0.610
H: -3.106 1.383 -2.113
C: 5.839 -3.620 4.609
O: 4.475 -3.212 4.281
O: 5.950 -4.754 5.241
C: 6.659 -3.669 3.258
F: 6.067 -4.468 2.256
F: 6.623 -2.435 2.724
F: 8.015 -3.975 3.354
C: 3.465 -4.166 4.691
C: 2.362 -3.940 3.756
H: 2.857 -4.062 2.722
H: 1.647 -4.714 3.947
H: 1.907 -2.906 3.700
H: 3.240 -4.067 5.762
H: 3.926 -5.143 4.563
H: 6.235 -2.704 5.202
C: -7.424 1.306 -0.065
O: -8.468 1.355 -1.025
O: -6.820 2.579 0.024
C: -8.279 1.009 1.265
F: -9.177 2.075 1.437
F: -8.907 -0.175 1.279
F: -7.425 1.103 2.268
C: -8.297 1.119 -2.422
C: -9.618 0.481 -2.907
H: -9.527 0.444 -3.998
H: -9.858 -0.555 -2.598
H: -10.371 1.171 -2.625
H: -7.391 0.540 -2.566
H: -8.105 2.032 -3.033
H: -6.736 0.476 -0.206
C: 4.465 -3.883 -4.233
O: 4.213 -5.074 -4.918
O: 4.420 -2.767 -5.077
C: 3.367 -3.511 -3.244
F: 3.862 -2.459 -2.499
F: 2.299 -3.100 -3.941
F: 3.003 -4.419 -2.431
C: 5.325 -5.680 -5.657
C: 6.604 -5.769 -4.917
H: 7.141 -4.834 -5.003
H: 6.373 -6.025 -3.861
H: 7.276 -6.523 -5.325
H: 5.554 -5.113 -6.521
H: 4.899 -6.692 -5.833
H: 5.502 -3.892 -3.729
C: -2.104 4.346 -5.089
O: -2.249 5.349 -5.975
O: -1.596 4.673 -3.841
C: -3.486 3.766 -4.904
F: -4.265 4.509 -4.115
F: -4.186 3.489 -6.052
F: -3.333 2.547 -4.329
C: -1.255 5.480 -6.995
C: -1.283 6.943 -7.774
H: -2.327 7.217 -7.813
H: -0.734 7.650 -7.190
H: -0.874 6.979 -8.752
H: -1.448 4.661 -7.731
H: -0.199 5.361 -6.710
H: -1.495 3.489 -5.509
C: 3.027 4.784 0.473
O: 3.504 4.094 -0.706
O: 1.723 5.028 0.495
C: 3.418 3.794 1.640
F: 3.015 4.363 2.851
F: 2.957 2.555 1.512
F: 4.755 3.691 1.672
C: 4.345 4.914 -1.525
C: 4.409 4.240 -2.905
H: 4.782 4.967 -3.650
H: 5.041 3.355 -2.978
H: 3.382 3.973 -3.238
H: 5.308 5.015 -1.038
H: 3.974 5.927 -1.598
H: 3.615 5.696 0.609

Atomic partial charges in e from the Löwdin method, atoms 1 to 2: -0.10, -0.26

# C30H58BNNbO19S4

A molecular structure, C30H58BNNbO19S4 at a distorted geometry (ωB97M-V/def2-TZVPD, OMol25).

Summary:
LUMO energy, eV: 1.8
ΔE to the lowest compared entry with this formula, charge and spin, kcal/mol: 0.0
Net charge: -1
Strongest force on any atom, hartree/bohr: 0.06408
Frontier orbital gap, eV: 5.81

Element x y z (Å)
C: 0.432 -0.348 2.941
C: 0.213 -0.158 1.629
Nb: 0.025 1.952 0.916
C: -2.248 1.979 0.888
C: -2.981 1.039 1.902
C: -3.679 -0.149 1.201
C: -3.209 -1.554 1.667
C: -3.155 -2.485 0.453
O: -3.165 -3.877 0.763
C: -2.046 -4.272 1.524
C: -0.702 -4.102 0.817
C: 2.344 2.041 0.667
O: 2.932 0.776 1.106
C: 4.038 0.390 0.428
C: 4.074 0.277 -0.964
C: 5.193 -0.152 -1.667
C: 5.099 -0.256 -3.176
C: 6.353 -0.462 -0.960
C: 6.335 -0.364 0.429
C: 5.202 0.037 1.137
C: 5.300 0.066 2.655
C: 4.053 -0.532 3.373
C: 5.713 1.465 3.198
B: -0.117 1.400 -1.366
O: -0.949 2.211 -2.183
N: 0.561 0.270 -2.048
C: -0.203 -0.995 -1.890
C: 0.722 0.555 -3.486
H: 0.076 -1.221 3.491
H: 0.983 0.432 3.460
H: 0.091 -1.025 0.972
H: 0.149 2.651 2.641
H: 0.057 3.716 0.342
H: -2.595 1.656 -0.102
H: -2.630 3.000 1.000
H: -2.383 0.723 2.759
H: -3.791 1.651 2.321
H: -4.746 -0.098 1.439
H: -3.596 -0.089 0.112
H: -3.980 -1.986 2.317
H: -2.286 -1.540 2.250
H: -2.331 -2.253 -0.231
H: -4.079 -2.304 -0.103
H: -2.011 -3.805 2.519
H: -2.180 -5.344 1.714
H: -0.493 -3.034 0.704
H: 0.113 -4.506 1.421
H: -0.705 -4.528 -0.188
H: 2.548 2.259 -0.380
H: 2.688 2.815 1.361
H: 3.155 0.519 -1.497
H: 5.921 -0.857 -3.574
H: 4.175 -0.787 -3.422
H: 5.091 0.726 -3.652
H: 7.236 -0.778 -1.506
H: 7.235 -0.605 0.990
H: 6.119 -0.613 2.916
H: 3.432 0.257 3.792
H: 3.477 -1.053 2.606
H: 4.331 -1.253 4.145
H: 5.970 2.170 2.408
H: 6.593 1.342 3.840
H: 4.933 1.839 3.860
H: -0.665 3.130 -2.123
H: 0.469 -1.747 -1.458
H: -0.979 -0.833 -1.133
H: -0.634 -1.347 -2.829
H: 1.098 1.569 -3.626
H: -0.209 0.431 -4.056
H: 1.466 -0.128 -3.920
C: -4.198 2.178 -3.259
C: -5.043 0.979 -3.637
O: -5.905 0.776 -2.509
S: -6.247 2.190 -1.834
O: -7.511 2.634 -2.311
O: -5.947 2.111 -0.454
O: -5.106 3.048 -2.559
H: -3.389 1.905 -2.577
H: -3.780 2.685 -4.125
H: -4.446 0.091 -3.824
H: -5.669 1.189 -4.508
C: 5.811 -1.223 8.445
C: 4.720 -0.600 9.292
O: 4.127 0.384 8.444
S: 4.182 -0.118 6.914
O: 2.939 -0.707 6.585
O: 4.776 0.905 6.139
O: 5.255 -1.297 7.132
H: 6.698 -0.586 8.408
H: 6.091 -2.214 8.792
H: 5.105 -0.138 10.197
H: 3.953 -1.333 9.555
C: -5.198 -5.255 -4.237
C: -5.425 -6.570 -3.521
O: -4.821 -6.393 -2.239
S: -4.960 -4.852 -1.782
O: -6.087 -4.731 -0.932
O: -3.684 -4.376 -1.416
O: -5.367 -4.257 -3.230
H: -4.180 -5.183 -4.625
H: -5.907 -5.096 -5.047
H: -4.972 -7.412 -4.039
H: -6.490 -6.763 -3.374
C: -1.746 6.183 -4.134
C: -1.237 6.909 -5.362
O: -0.176 6.083 -5.854
S: -0.513 4.541 -5.547
O: -1.084 3.959 -6.709
O: 0.598 3.971 -4.884
O: -1.686 4.796 -4.485
H: -1.095 6.347 -3.273
H: -2.764 6.463 -3.875
H: -0.868 7.906 -5.135
H: -2.007 6.973 -6.135

Atomic partial charges in e from the Löwdin method, atoms 1 to 2: -0.13, -0.30

# HN2O3S

A gas-phase ion, HN2O3S (charge -1) at a distorted geometry (ωB97M-V/def2-TZVPD, OMol25).

Summary:
LUMO energy (spin up / spin down), eV: 4.3 / 2.9
ΔE to the lowest compared entry with this formula, charge and spin, kcal/mol: 17.2
Net charge: -1
Spin multiplicity: 3
Strongest force on any atom, hartree/bohr: 0.07717
⟨S²⟩: 2.009
Frontier orbital gap (spin up / spin down), eV: 8.06 / 7.99

Element x y z (Å)
N: -0.054 0.324 -0.463
N: -2.753 -0.606 -0.141
O: -2.170 -1.694 -0.385
O: -1.755 0.430 1.479
O: -1.835 1.939 -0.604
S: -1.462 0.666 0.059
H: 0.052 -0.550 -0.085

Atomic partial charges in e from the Löwdin method, atoms 1 to 2: -0.21, -0.19

# C28H42F24N8O5PS3

4 unconnected molecules or ions with the total composition C28H42F24N8O5PS3 at a distorted geometry (ωB97M-V/def2-TZVPD, OMol25).

Summary:
LUMO energy, eV: -3.2
Net charge: +1
Strongest force on any atom, hartree/bohr: 0.02548
Frontier orbital gap, eV: 7.61

Element x y z (Å)
C: 0.403 1.420 -2.241
C: 1.631 1.307 -1.341
N: 2.861 0.819 -1.995
C: 3.993 0.931 -1.055
C: 3.933 -0.140 0.040
C: 3.180 1.548 -3.185
S: 3.230 3.159 -3.352
S: 3.724 0.544 -4.507
C: 2.795 -0.989 -4.236
C: 2.348 -1.566 -5.586
C: 1.339 -2.760 -5.439
C: 1.425 -3.450 -4.123
N: 0.778 -3.065 -3.023
C: 1.167 -3.903 -2.048
N: 0.695 -3.770 -0.793
C: -0.313 -2.642 -0.684
C: -0.906 -2.256 0.668
N: 0.102 -2.011 1.676
N: -1.904 -3.208 1.152
N: -1.660 -0.994 0.423
P: 1.162 -4.757 0.535
S: 2.791 -4.307 1.432
N: 2.038 -4.841 -2.526
C: 2.774 -5.972 -2.004
O: 3.789 -5.423 -1.198
O: 4.324 -6.452 -0.375
N: 2.174 -4.526 -3.871
H: -0.507 1.216 -1.662
H: 0.429 0.716 -3.077
H: 0.295 2.430 -2.643
H: 1.816 2.289 -0.880
H: 1.425 0.625 -0.510
H: 4.001 1.932 -0.603
H: 4.925 0.825 -1.614
H: 4.938 -0.511 0.256
H: 3.540 0.252 0.984
H: 3.333 -0.998 -0.280
H: 3.428 -1.692 -3.683
H: 1.940 -0.745 -3.607
H: 3.219 -1.937 -6.131
H: 1.843 -0.786 -6.156
H: 1.463 -3.465 -6.263
H: 0.322 -2.358 -5.488
H: 0.207 -1.770 -1.085
H: -1.140 -2.856 -1.364
H: 0.972 -1.683 1.271
H: -0.226 -1.263 2.282
H: -1.918 -4.057 0.604
H: -1.681 -3.468 2.105
H: -2.216 -1.104 -0.425
H: -0.973 -0.283 0.175
H: 1.135 -6.041 -0.024
H: 0.044 -4.728 1.355
H: 3.208 -6.499 -2.866
H: 2.127 -6.696 -1.492
H: 3.640 -6.595 0.301
H: 2.768 -5.036 -4.505
C: -1.159 4.424 2.357
C: -2.414 5.207 2.759
C: -2.870 5.161 4.223
F: -3.119 3.899 4.622
F: -4.006 5.877 4.337
F: -3.439 4.882 1.942
F: -2.113 6.517 2.536
O: -1.313 3.131 1.778
C: -1.460 1.979 2.483
C: -2.843 1.327 2.283
F: -3.808 2.216 2.573
F: -2.962 0.274 3.120
F: -1.164 2.123 3.782
F: -0.531 1.109 1.970
H: -0.729 5.008 1.547
H: -0.423 4.419 3.161
H: -2.104 5.602 4.866
H: -2.969 0.978 1.260
C: -4.481 -4.982 -1.375
C: -3.205 -5.832 -1.313
C: -2.867 -6.773 -2.476
F: -3.817 -7.690 -2.670
F: -1.705 -7.406 -2.170
F: -3.141 -6.494 -0.145
F: -2.148 -4.934 -1.311
O: -5.632 -5.446 -0.713
C: -6.520 -6.327 -1.274
C: -6.556 -7.680 -0.540
F: -5.317 -8.201 -0.442
F: -7.328 -8.524 -1.251
F: -6.303 -6.482 -2.591
F: -7.748 -5.798 -1.123
H: -4.217 -4.075 -0.827
H: -4.694 -4.681 -2.403
H: -2.718 -6.198 -3.394
H: -6.974 -7.545 0.459
C: 2.079 8.174 4.844
C: 1.217 7.532 3.750
C: 1.833 7.299 2.365
F: 2.247 8.443 1.803
F: 0.885 6.753 1.561
F: 0.049 8.185 3.631
F: 0.932 6.264 4.205
O: 1.964 9.562 5.075
C: 2.657 10.508 4.371
C: 1.741 11.410 3.524
F: 0.950 10.675 2.722
F: 2.520 12.201 2.759
F: 3.640 9.967 3.632
F: 3.234 11.327 5.274
H: 1.702 7.730 5.765
H: 3.122 7.865 4.749
H: 2.674 6.604 2.433
H: 1.123 12.024 4.181

Atomic partial charges in e from the Löwdin method, atoms 1 to 2: -0.08, -0.26

Q: Which value of strongest force on any atom does entry 2 give?
A: 0.06408 hartree/bohr